22
Properties=species:S:1:pos:R:3 method="wB97M-V/def2-TZVPD" charge=0 gap_ev=9.170 energy_ev=-22845.28929 e_above_lowest_kj_mol=173.1 e_homo_ev=-9.29
C -2.29 1.96 0.99
O -1.14 1.18 0.71
C -1.34 0.11 -0.13
C -2.20 -1.01 0.42
S -1.70 0.53 -1.89
C -0.13 -0.24 -0.95
C 1.18 0.38 -0.61
C 2.41 -0.19 -0.33
C 2.77 -1.63 -0.45
C 3.43 0.69 0.09
N 4.28 1.38 0.43
H -3.03 1.41 1.57
H -2.74 2.32 0.06
H -1.93 2.81 1.58
H -2.17 -1.86 -0.26
H -3.23 -0.69 0.53
H -1.81 -1.31 1.39
H -0.08 -1.28 -1.25
H 1.11 1.45 -0.45
H 3.71 -1.73 -1.00
H 2.00 -2.20 -0.97
H 2.92 -2.07 0.54